# 1
{"formula": "C6H34O20", "method": "wB97M-V/def2-TZVPD", "homo_energy_ev": -2.81, "max_force_ev_per_a": 4.9, "spin_multiplicity": 1, "charge": -2, "e_above_lowest_kcal_mol": 75.01, "symbols": ["C", "C", "C", "O", "C", "C", "C", "O", "O", "O", "H", "H", "O", "H", "H", "O", "H", "H", "O", "H", "H", "O", "H", "H", "O", "H", "H", "O", "H", "H", "O", "H", "H", "O", "H", "H", "O", "H", "H", "O", "H", "H", "O", "H", "H", "O", "H", "H", "O", "H", "H", "O", "H", "H", "O", "H", "H", "O", "H", "H"], "xyz": [[-20.7771, 21.3899, 0.4858], [-20.3943, 20.1529, 0.0409], [-20.5742, 18.8551, 0.9092], [-20.1387, 17.6682, 0.5888], [-21.1671, 18.8926, 2.1857], [-21.8561, 20.1655, 2.5826], [-21.4964, 21.5213, 1.7868], [-21.8008, 22.6291, 2.2558], [-22.5927, 20.2082, 3.6315], [-19.7172, 20.1799, -1.0736], [-20.5978, 22.2195, -0.1820], [-21.1616, 18.0249, 2.8287], [-22.8033, 16.7405, -0.3369], [-23.2741, 16.7942, 0.4948], [-21.8948, 16.5706, -0.0878], [-18.8076, 18.1527, 5.8812], [-19.2978, 18.6072, 6.5662], [-19.2395, 18.4094, 5.0665], [-20.8322, 22.5862, -2.8245], [-20.3932, 21.7739, -2.5720], [-20.3149, 23.2772, -2.4108], [-18.0302, 22.8842, 0.8082], [-18.9274, 23.0151, 0.5013], [-18.1153, 22.2849, 1.5497], [-21.1524, 22.0998, 5.0227], [-20.6347, 21.2999, 4.9309], [-21.7167, 22.1104, 4.2496], [-19.6321, 24.6688, -1.6102], [-18.9154, 24.9834, -2.1612], [-20.1270, 25.4571, -1.3870], [-22.5473, 16.6413, 4.8212], [-23.2768, 17.2502, 4.7064], [-22.3448, 16.6828, 5.7558], [-22.6662, 20.4320, -2.0139], [-23.3072, 20.7890, -1.3991], [-21.8301, 20.8019, -1.7305], [-23.0102, 23.9781, -0.0758], [-23.7451, 23.3847, 0.0790], [-22.4819, 23.9186, 0.7201], [-19.8143, 14.8372, 0.5265], [-19.7515, 15.7917, 0.5607], [-19.9138, 14.5702, 1.4403], [-24.5895, 18.5833, 3.7331], [-24.6548, 18.6401, 4.6864], [-23.9376, 19.2434, 3.4975], [-24.1505, 22.3809, 3.7717], [-23.5866, 21.7058, 4.1493], [-23.6419, 22.7392, 3.0443], [-16.6697, 19.9260, -2.8854], [-17.4109, 20.3589, -2.4618], [-16.4343, 19.2151, -2.2892], [-19.1274, 17.6450, -2.3846], [-19.3442, 17.9751, -1.5127], [-18.2155, 17.3625, -2.3143], [-20.3680, 24.8435, 2.6637], [-21.1587, 25.3824, 2.6362], [-20.6864, 23.9455, 2.5713], [-17.6737, 19.9935, 1.2099], [-18.0752, 19.1496, 1.4168], [-18.1601, 20.3103, 0.4487]]}



# 2
{"formula": "C3H9N3O", "method": "wB97M-V/def2-TZVPD", "homo_energy_ev": -8.89, "max_force_ev_per_a": 2.2, "spin_multiplicity": 1, "e_above_lowest_kcal_mol": 53.58, "symbols": ["C", "C", "C", "H", "H", "H", "H", "H", "H", "H", "H", "H", "N", "N", "N", "O"], "xyz": [[-0.2931, 2.2978, 0.0618], [0.0563, -0.0228, -0.0658], [2.2695, -0.8045, 0.0247], [0.5794, 2.3424, -0.6790], [0.0855, 2.4306, 1.0873], [-1.1291, 2.9865, -0.1843], [-0.0125, -2.0616, 0.2607], [-2.4314, -0.9700, -0.6350], [-2.1466, -1.0317, 1.0109], [3.3104, -0.4187, -0.0808], [2.2413, -1.3475, 0.9833], [2.0808, -1.5715, -0.7223], [-0.5426, -1.2683, -0.1858], [-1.9001, -1.4364, 0.1076], [1.3046, 0.2825, 0.0187], [-0.8509, 0.9718, -0.0935]]}



# 3
{"formula": "C35H41BCl3N10NiOS", "method": "wB97M-V/def2-TZVPD", "homo_energy_ev": [-10.73, -10.73], "max_force_ev_per_a": 0.5, "spin_multiplicity": 1, "charge": 1, "symbols": ["Ni", "C", "C", "C", "C", "C", "N", "N", "B", "N", "N", "C", "C", "C", "C", "C", "N", "N", "C", "C", "C", "C", "C", "H", "H", "H", "H", "H", "H", "H", "H", "H", "H", "H", "H", "H", "H", "H", "H", "H", "H", "H", "H", "H", "H", "C", "C", "N", "C", "C", "N", "H", "H", "H", "H", "H", "H", "Cl", "C", "C", "C", "C", "C", "C", "N", "C", "C", "N", "C", "O", "C", "C", "C", "Cl", "S", "C", "C", "C", "Cl", "C", "H", "H", "H", "H", "H", "H", "H", "H", "H", "H", "H", "H", "H"], "xyz": [[-1.0360, 0.2027, -0.7845], [0.3521, 1.3798, 2.2734], [0.6845, 2.0002, 0.9596], [1.3873, 3.1891, 0.7516], [1.3216, 3.4355, -0.6075], [1.8963, 4.5784, -1.3744], [0.6057, 2.4433, -1.1707], [0.2230, 1.5558, -0.2073], [-0.0745, 2.4588, -2.5799], [-1.6067, 2.4747, -2.2892], [-2.1147, 1.6667, -1.3277], [-3.3977, 1.9876, -1.1638], [-4.2624, 1.3442, -0.1331], [-3.7279, 3.0166, -2.0490], [-2.5644, 3.3028, -2.7392], [-2.3222, 4.3306, -3.7926], [0.3232, 1.2430, -3.4089], [0.3355, 0.0177, -2.8178], [0.9787, -0.7894, -3.6536], [1.2284, -2.2329, -3.3655], [1.3831, -0.0843, -4.8002], [0.9593, 1.2099, -4.6016], [1.1213, 2.4029, -5.4834], [0.5780, 2.0938, 3.0638], [0.9299, 0.4783, 2.4885], [-0.7102, 1.1318, 2.3250], [1.8740, 3.7896, 1.5021], [2.4551, 5.2198, -0.6959], [1.1171, 5.1740, -1.8492], [2.5727, 4.2310, -2.1561], [0.2126, 3.4622, -3.1571], [-3.6746, 0.7002, 0.5172], [-5.0574, 0.7545, -0.5946], [-4.7345, 2.1070, 0.4862], [-4.6796, 3.5124, -2.1474], [-3.2388, 4.8863, -3.9772], [-2.0045, 3.8696, -4.7288], [-1.5460, 5.0336, -3.4895], [1.2985, -2.4130, -2.2952], [2.1641, -2.5453, -3.8286], [0.4359, -2.8688, -3.7665], [1.9204, -0.4683, -5.6521], [1.6489, 2.1132, -6.3898], [1.6914, 3.1929, -4.9929], [0.1557, 2.8218, -5.7701], [-3.3230, -1.9391, 0.7792], [-3.3095, -1.7069, -0.6915], [-2.4625, -0.9512, -1.3687], [-2.8113, -1.0269, -2.7037], [-3.8826, -1.8465, -2.8307], [-4.1847, -2.2658, -1.5538], [-2.6176, -1.2640, 1.2583], [-3.0230, -2.9608, 1.0198], [-4.3174, -1.7663, 1.1923], [-2.2577, -0.4897, -3.4552], [-4.4459, -2.1625, -3.6904], [-4.9378, -2.8814, -1.2970], [-3.1735, -4.6821, 4.5065], [-1.5789, -4.0968, 4.1719], [-1.3643, -2.7394, 4.0027], [-0.0876, -2.2888, 3.7125], [0.9839, -3.1627, 3.5846], [2.3452, -2.6621, 3.1629], [2.5908, -3.0507, 1.7010], [1.4987, -2.6000, 0.8602], [0.6285, -3.4454, 0.2212], [-0.3151, -2.6581, -0.3484], [-0.0308, -1.3351, -0.0769], [1.0729, -1.3402, 0.6482], [2.3963, -1.2647, 3.3620], [3.7209, -0.7405, 3.2624], [3.7135, 0.6899, 3.6798], [4.0732, 1.7307, 2.8790], [4.5980, 1.6387, 1.2471], [3.9912, 3.2438, 3.6839], [3.4288, 2.4893, 5.1175], [3.3350, 1.1431, 4.9793], [0.7368, -4.5175, 3.7947], [2.0306, -5.6797, 3.7153], [-0.5306, -4.9960, 4.0848], [-2.1871, -2.0444, 4.1056], [0.0900, -1.2297, 3.5948], [3.1173, -3.1550, 3.7666], [2.6039, -4.1368, 1.6490], [3.5440, -2.6899, 1.3208], [0.7556, -4.5145, 0.2358], [-1.1342, -2.9553, -0.9736], [1.5973, -0.4659, 1.0045], [4.1017, -0.8173, 2.2421], [4.3798, -1.3271, 3.9141], [3.2213, 3.0857, 5.9916], [3.0116, 0.4780, 5.7679], [-0.6940, -6.0526, 4.2431]]}



# 4
{"formula": "F4H2N2O13PS4Tl", "method": "wB97M-V/def2-TZVPD", "homo_energy_ev": -4.29, "max_force_ev_per_a": 13.2, "spin_multiplicity": 1, "charge": -2, "e_above_lowest_kcal_mol": 32.25, "symbols": ["Tl", "N", "S", "O", "O", "F", "S", "O", "O", "F", "N", "S", "O", "O", "F", "S", "O", "O", "F", "P", "O", "O", "O", "O", "O", "H", "H"], "xyz": [[1.3471, 3.0311, 10.9683], [1.9184, 5.2012, 9.1587], [1.8203, 6.7134, 9.2057], [0.6901, 7.2844, 8.5176], [2.9734, 7.5396, 9.6004], [1.1979, 6.6185, 10.7034], [2.4430, 5.4177, 7.5287], [3.6807, 6.1882, 7.3823], [1.4636, 5.5307, 6.4518], [2.8701, 3.8780, 7.3317], [2.4802, 1.2186, 12.7880], [2.6344, 1.2691, 14.2487], [3.8648, 1.8916, 14.7319], [1.8659, 0.3689, 15.1175], [1.6962, 2.5672, 14.4964], [3.5570, -0.0990, 12.7114], [3.1745, -1.2616, 13.4867], [4.9741, 0.2370, 12.4341], [3.2156, -0.5229, 11.1741], [-2.4958, 3.9142, 12.2148], [-3.7638, 4.1568, 11.4957], [-2.1213, 4.7494, 13.4436], [-1.3492, 3.8523, 11.1381], [-3.0598, 2.4723, 12.4802], [3.6505, 1.9241, 9.4828], [3.6236, 1.2121, 8.8435], [4.5537, 2.2395, 9.4529]]}



# 5
{"formula": "C4H9IN2O", "method": "wB97M-V/def2-TZVPD", "homo_energy_ev": [-8.82, -8.82], "max_force_ev_per_a": 5.1, "spin_multiplicity": 1, "e_above_lowest_kcal_mol": 70.49, "symbols": ["C", "C", "C", "C", "N", "N", "O", "I", "H", "H", "H", "H", "H", "H", "H", "H", "H"], "xyz": [[-0.0615, -1.2508, 0.9715], [-0.8598, -0.4150, 1.8963], [1.2256, -1.2508, -1.1252], [-0.8601, 1.8014, -0.7183], [0.3528, -0.7177, -0.1671], [0.3461, 1.4529, -0.1225], [0.3235, -2.3745, 1.1628], [2.0001, 2.0561, -0.9700], [-1.6226, -1.0706, 2.4702], [-0.2034, 0.1216, 2.6039], [-1.4555, 0.3381, 1.3550], [2.1858, -1.4824, -0.7407], [0.8539, -2.2654, -1.5092], [1.3755, -0.6368, -2.0415], [-0.9502, 2.8366, -0.9391], [-0.7727, 1.5431, -1.7805], [-1.8776, 1.3143, -0.3457]]}



Results for energy: -47725.968; -9773.216; -144031.395; -97819.750; -17417.344 (in eV, following the order of the records).